(1)
C11H14FHfN10Si | ωB97M-V with the def2-TZVPD basis set

Properties
**Kohn-Sham gap**: 0.2862 hartree
**Highest occupied orbital energy**: -12.116 eV
**LUMO level**: -4.329 eV
**Total charge**: +1

```
38
Properties=species:S:1:pos:R:3:forces:R:3:mulliken_charge:R:1
Hf 0.0002 -0.4875 -1.2789 0.0 -0.7 2.3 -0.27
N -0.0002 0.0699 -4.5340 0.0 -0.1 0.0 -0.26
C 1.1079 0.0473 -3.6680 0.3 -0.2 0.0 0.59
N 1.8147 1.1169 -3.2811 0.1 0.0 -0.3 -0.27
N 2.3851 0.7786 -2.1426 0.4 0.2 -0.1 -0.26
N 2.0917 -0.4610 -1.8349 1.3 0.0 -0.6 0.04
N 1.3015 -0.9840 -2.8252 1.3 0.0 -1.3 -0.21
C -1.1083 0.0467 -3.6684 -0.3 -0.2 0.0 0.59
N -1.8172 1.1157 -3.2832 -0.1 0.0 -0.3 -0.27
N -2.3876 0.7779 -2.1444 -0.4 0.2 -0.1 -0.26
N -2.0920 -0.4607 -1.8349 -1.3 0.0 -0.6 0.04
N -1.3009 -0.9837 -2.8243 -1.3 0.0 -1.3 -0.21
H -0.0002 0.8512 -5.1791 0.0 0.1 0.0 0.33
C -0.0004 -2.7923 -0.1429 0.0 0.7 0.5 -1.25
Si 0.0000 -1.7549 1.5093 0.0 -0.4 0.1 -0.15
C 1.5593 -2.0718 2.4915 -0.2 0.1 -0.2 -1.01
C -1.5590 -2.0714 2.4922 0.2 0.1 -0.2 -1.01
N 0.0000 -0.2213 0.6656 0.0 0.2 1.9 1.09
C 0.0002 1.0842 1.1393 0.0 0.7 0.2 1.00
C 0.0007 1.4932 2.4747 0.0 -0.2 -0.2 -0.56
C 0.0011 2.8390 2.8020 0.0 0.2 0.0 -0.94
C 0.0010 3.8247 1.8234 0.0 -0.1 0.1 -0.51
C 0.0002 3.4617 0.4833 0.0 0.0 -0.4 -0.90
C -0.0003 2.1244 0.2157 0.0 0.0 0.4 0.69
F -0.0015 1.6810 -1.1776 0.0 0.1 0.7 -0.22
H -0.0005 -3.8585 0.0745 0.0 0.0 -0.1 0.61
H 0.9177 -2.6329 -0.7403 0.0 -0.3 -0.1 0.39
H -0.9186 -2.6327 -0.7400 0.0 -0.3 -0.1 0.39
H 1.5168 -3.0466 2.9810 0.0 0.0 0.0 0.39
H 1.6756 -1.3208 3.2761 0.0 0.0 0.0 0.36
H 2.4577 -2.0411 1.8731 0.0 0.0 0.0 0.34
H -1.5163 -3.0462 2.9817 0.0 0.0 0.0 0.39
H -2.4575 -2.0408 1.8742 0.0 0.0 0.0 0.34
H -1.6747 -1.3204 3.2768 0.0 0.0 0.0 0.35
H 0.0010 0.7352 3.2485 0.0 0.0 0.0 0.32
H 0.0015 3.1277 3.8445 0.0 0.0 0.0 0.42
H 0.0014 4.8700 2.0946 0.0 0.0 0.0 0.41
H -0.0001 4.1835 -0.3224 0.0 0.0 0.0 0.47
```
Positions in Å, forces in eV/Å.


(2)
C37H49N4O3PRbSSiTe | ωB97M-V with the def2-TZVPD basis set

Properties
**Kohn-Sham gap**: 0.2062 hartree
**Highest occupied orbital energy**: -3.597 eV
**Energy relative to the best compared isomer or geometry (same formula, charge and spin)**: 101.5 kJ/mol
**LUMO level**: 2.013 eV
**Total charge**: -1

```
98
Properties=species:S:1:pos:R:3:forces:R:3:mulliken_charge:R:1
Rb -0.0579 1.6104 1.0037 1.1 -0.8 0.1 -0.23
N 1.4124 5.4463 -0.7120 0.0 -0.1 0.0 -0.70
N 0.5226 5.9089 0.3065 0.1 0.0 0.1 -0.48
C 0.1257 4.9044 1.2886 0.3 0.1 0.1 0.40
N -0.6392 5.5667 2.3088 0.1 0.1 -0.1 -0.78
S 1.5575 4.0093 1.9926 -0.3 0.3 -0.1 -0.40
H 1.1208 4.5076 -0.9853 0.0 -0.1 0.0 0.30
H 2.2873 5.2870 -0.2197 0.0 0.0 0.0 0.31
H -0.3185 6.2018 -0.1782 -0.1 0.1 0.0 0.35
H -1.4759 5.9506 1.8712 0.0 0.0 0.0 0.30
H -0.9657 4.8366 2.9295 0.0 0.0 0.0 0.26
O -1.1766 1.9782 -1.4669 0.0 0.2 -0.2 0.34
C -1.8027 2.2457 -2.7087 0.2 0.1 0.1 -0.76
C -1.0550 3.3000 -3.5063 0.0 0.1 -0.2 -0.85
C 0.4436 3.0156 -3.6673 0.0 -0.1 0.0 -0.19
C 0.7458 1.6595 -4.2515 0.0 -0.1 0.0 0.18
C 0.2869 1.3155 -5.5239 0.0 0.0 0.0 -0.68
C 0.5708 0.0654 -6.0362 0.0 0.0 -0.1 -0.40
C 1.3169 -0.8193 -5.2722 0.0 0.0 0.1 -0.85
C 1.7403 -0.3960 -4.0228 0.0 0.1 0.1 -0.10
N 1.4611 0.8056 -3.5132 0.0 0.0 -0.1 0.05
H -1.2340 2.7812 -0.9092 0.0 0.1 -0.2 -0.01
H -2.8373 2.5627 -2.5499 -0.1 0.0 0.0 0.41
H -1.8286 1.3051 -3.2606 0.0 -0.1 0.0 0.27
H -1.1734 4.2746 -3.0243 0.0 0.0 0.0 0.45
H -1.5286 3.3742 -4.4930 0.0 0.0 0.0 0.44
H 0.9482 3.0802 -2.7066 0.0 0.0 0.0 -0.33
H 0.8739 3.7844 -4.3153 0.0 0.0 0.0 0.52
H -0.2906 2.0308 -6.0979 0.0 0.0 0.0 0.37
H 0.2174 -0.2175 -7.0206 0.0 0.0 0.0 0.41
H 1.5677 -1.8082 -5.6342 0.0 0.0 0.0 0.42
H 2.3359 -1.0495 -3.3892 0.0 0.0 0.0 0.44
C -0.3732 -6.0152 2.2744 0.0 0.0 0.0 -0.65
C 0.3536 -5.7312 1.1225 0.0 0.0 0.1 -1.04
C 0.7156 -4.4224 0.8417 -0.1 0.0 0.0 -0.37
C 0.3522 -3.3559 1.6705 0.1 -0.1 0.1 0.59
C -0.3370 -3.6690 2.8406 0.0 -0.1 0.0 -0.59
C -0.7020 -4.9818 3.1376 0.0 0.1 -0.1 -0.65
P 1.0152 -1.6466 1.1288 0.0 -0.3 0.1 3.21
C 0.4924 -0.6902 2.6016 -0.1 -0.4 0.1 -0.48
C -0.8659 -0.5737 2.8975 0.1 -0.2 0.1 0.52
C -1.2922 0.2222 3.9515 0.1 0.0 -0.1 -0.81
C -0.3619 0.9175 4.7110 0.0 0.0 0.0 -0.74
C 0.9923 0.8028 4.4273 0.0 -0.1 0.0 -0.82
C 1.4207 -0.0032 3.3812 -0.1 -0.1 0.1 -0.32
C 2.7951 -2.2101 1.3361 -0.1 0.0 0.0 -0.38
C 3.6039 -3.1885 1.8355 0.2 -0.1 0.0 -0.66
C 5.0078 -2.9262 1.8169 -0.2 0.0 0.0 -0.93
C 5.5477 -1.7570 1.3244 0.0 0.0 0.0 -0.84
C 4.7088 -0.7365 0.8030 0.2 0.0 0.0 0.62
C 5.0204 0.5326 0.2412 0.0 -0.1 0.0 -1.20
C 4.0026 1.3347 -0.2128 -0.2 0.0 0.0 -0.98
C 2.6184 0.9776 -0.1366 0.4 -0.2 -0.1 0.26
C 2.2846 -0.2246 0.4290 0.1 0.2 -0.1 0.72
C 3.3502 -1.0301 0.8447 -0.1 -0.1 0.0 -0.16
H -0.6625 -7.0337 2.5026 0.0 0.0 0.0 0.36
H 0.6398 -6.5308 0.4485 0.0 0.0 0.0 0.44
H 1.3081 -4.2248 -0.0475 0.0 0.0 0.0 0.85
H -0.6005 -2.8881 3.5414 0.0 0.0 0.0 0.31
H -1.2481 -5.1921 4.0502 0.0 0.0 0.0 0.38
H -1.5983 -1.0873 2.2837 0.0 0.0 0.0 0.37
H -2.3488 0.3116 4.1649 0.0 0.0 0.0 0.44
H -0.6929 1.5650 5.5131 0.0 0.0 0.0 0.40
H 1.7162 1.3595 5.0060 0.0 0.0 0.0 0.38
H 2.4776 -0.0757 3.1604 0.0 0.0 0.0 0.39
H 3.2225 -4.1244 2.2273 0.0 0.0 0.0 0.51
H 5.6798 -3.6814 2.2085 0.0 0.0 0.0 0.39
H 6.6243 -1.6232 1.3363 0.0 0.0 0.0 0.43
H 6.0486 0.8695 0.1703 0.0 0.0 0.0 0.38
H 4.2496 2.3032 -0.6325 0.0 0.0 0.0 0.49
H 1.8898 1.6631 -0.5447 0.2 0.1 -0.1 -0.58
O -0.7881 4.0302 0.4875 -0.3 0.2 -0.1 -0.32
O -1.6853 3.2837 1.3430 -1.2 1.3 0.5 -0.53
C -2.6525 -3.3091 0.0573 -0.2 -0.1 0.2 -0.81
Si -1.4258 -2.5303 -1.0965 0.0 0.0 0.0 0.01
C -2.3457 -1.3753 -2.2314 -0.1 0.2 -0.2 -0.78
C -0.6211 -3.8087 -2.1953 0.1 -0.2 -0.1 -1.11
C -0.1939 -1.3861 -0.2701 0.4 0.0 0.3 0.86
H -3.4351 -3.7903 -0.5404 0.0 0.0 0.1 0.53
H -3.1320 -2.5365 0.6720 0.0 -0.1 -0.1 0.15
H -2.2122 -4.0566 0.7211 0.0 0.0 0.0 0.20
H -3.2137 -1.8825 -2.6660 0.0 0.1 0.0 0.49
H -1.6976 -1.0411 -3.0506 -0.1 0.0 0.1 0.10
H -2.6935 -0.4868 -1.6933 0.0 -0.1 0.0 -0.02
H -1.3474 -4.1216 -2.9536 0.1 0.0 0.0 0.44
H -0.2844 -4.7000 -1.6640 0.0 0.1 0.0 0.32
H 0.2345 -3.3682 -2.7187 0.0 -0.1 0.0 0.31
H -0.8252 -0.5740 0.1206 -0.1 -0.3 -0.1 -0.64
H 0.3757 -0.9081 -1.0712 0.0 0.0 -0.1 -0.03
C -4.1084 2.2800 2.5663 0.1 0.1 0.1 -1.06
Te -3.5590 1.6724 0.6077 -0.3 -0.2 -0.1 0.65
C -5.2841 0.3459 0.5273 -0.1 -0.1 0.0 -1.41
H -4.9801 2.9304 2.5238 0.0 0.0 0.0 0.35
H -3.2574 2.8250 2.9759 -0.1 -0.1 -0.1 0.23
H -4.3310 1.3938 3.1600 0.0 0.0 0.0 0.29
H -5.2048 -0.4592 1.2618 0.0 0.0 0.0 0.37
H -5.3386 -0.0941 -0.4720 0.0 0.0 0.1 0.30
H -6.1985 0.9137 0.7073 0.0 -0.1 0.0 0.41
```
Positions in Å, forces in eV/Å.


(3)
C31H27Br2N5OPRhS3 | ωB97M-V with the def2-TZVPD basis set

Properties
**Kohn-Sham gap**: 0.1832 hartree
**Highest occupied orbital energy**: -7.061 eV
**Energy relative to the best compared isomer or geometry (same formula, charge and spin)**: 172.0 kJ/mol
**LUMO level**: -2.076 eV

```
71
Properties=species:S:1:pos:R:3:forces:R:3:mulliken_charge:R:1
Rh -1.0809 2.8397 0.8458 -0.5 0.3 0.1 -0.01
C -2.1728 -2.8084 2.1598 0.0 0.0 0.0 -0.48
C -2.5769 -1.7916 3.2143 0.1 -0.1 0.0 -0.66
N -1.6933 -0.6218 3.2848 -0.2 0.1 0.0 -0.11
C -1.6669 0.3425 2.3466 0.1 0.0 -0.1 0.41
S -0.9997 1.8952 2.8889 0.1 -0.1 0.0 -0.45
N -2.1286 0.0898 1.1479 0.0 0.1 0.2 -0.58
N -2.0086 1.1635 0.3119 0.3 0.0 0.3 0.34
C -2.5562 1.1222 -0.8535 -0.1 -0.1 -0.2 0.37
C -3.3271 -0.0687 -1.3003 0.0 0.0 0.1 -1.04
C -2.3847 2.3444 -1.6777 -0.1 0.0 -0.1 1.15
C -2.9238 2.4923 -2.9411 0.0 0.0 -0.1 -0.74
C -2.8086 3.7187 -3.5864 0.0 -0.1 0.0 -0.48
C -2.1764 4.7703 -2.9551 0.0 0.0 0.0 -0.88
C -1.6367 4.5527 -1.6961 0.2 -0.1 0.0 -0.11
N -1.7273 3.3734 -1.0972 0.2 -0.2 0.2 0.10
H -2.7492 -3.7238 2.3017 0.0 0.0 0.0 0.48
H -1.1148 -3.0612 2.2446 0.0 0.0 0.0 0.19
H -2.3498 -2.4317 1.1562 0.0 0.0 0.0 -0.10
H -2.5280 -2.2543 4.1997 0.0 0.0 0.0 0.45
H -3.6057 -1.4547 3.0594 0.0 0.0 -0.1 0.25
H -1.4562 -0.2985 4.2084 0.1 -0.1 0.0 0.26
H -2.6228 -0.9024 -1.3626 0.0 0.0 0.0 0.01
H -3.7995 0.0731 -2.2658 0.0 0.0 0.0 0.41
H -4.0825 -0.3188 -0.5542 0.0 0.0 0.0 0.36
H -3.4213 1.6687 -3.4280 0.0 0.0 0.0 0.31
H -3.2243 3.8424 -4.5775 0.0 0.0 0.0 0.44
H -2.0879 5.7423 -3.4184 0.0 0.0 0.0 0.43
H -1.1084 5.3193 -1.1414 0.0 0.0 0.0 0.47
Br 0.7705 7.5745 1.2718 0.0 0.0 0.0 -0.14
C 1.6287 5.9414 0.8949 0.1 0.0 0.0 -0.26
C 3.0073 5.9222 0.6210 0.0 0.1 0.0 -0.32
C 3.6625 4.7534 0.3591 0.1 -0.1 0.0 -0.17
Br 5.5237 4.7898 0.0224 0.0 0.0 0.0 -0.21
C 2.9631 3.5228 0.3302 -0.1 0.1 0.0 0.75
C 3.5148 2.2416 0.0834 0.0 0.0 0.0 -1.09
C 2.7151 1.1396 0.0920 0.0 0.0 0.0 -0.71
C 1.3326 1.2682 0.3256 0.1 0.0 -0.1 0.53
N 0.8073 2.4520 0.5211 -0.1 0.1 -0.1 0.40
C 1.5845 3.5859 0.5699 -0.2 0.1 0.1 -0.45
C 0.8868 4.7790 0.9095 0.0 -0.1 0.0 1.19
O -0.3919 4.6970 1.2058 0.2 0.0 -0.1 -0.79
H 3.5513 6.8566 0.6266 0.0 0.0 0.0 0.42
H 4.5758 2.1505 -0.1050 0.0 0.0 0.0 0.35
H 3.0985 0.1490 -0.0935 0.1 -0.1 0.0 0.38
H 0.6805 0.4051 0.2911 0.0 0.0 0.0 0.08
S 2.3727 -2.7343 -3.3610 0.0 0.1 -0.1 -0.51
P 1.1575 -2.4051 -1.8614 -0.1 -0.1 0.4 0.85
S -0.0707 -0.8169 -1.8000 0.1 0.1 -0.3 -0.42
C 0.1499 -3.9042 -1.5245 -0.1 -0.1 -0.1 -0.02
C -1.1807 -3.8296 -1.1330 0.1 0.0 0.0 1.00
C -1.9091 -4.9858 -0.8800 0.0 0.0 0.0 -0.54
C -1.3087 -6.2279 -1.0157 0.0 0.0 0.0 -0.48
C 0.0220 -6.3107 -1.4071 0.0 0.0 0.0 -0.67
C 0.7452 -5.1570 -1.6651 0.0 0.0 0.0 -0.56
C 2.1127 -2.3277 -0.2837 0.1 0.1 0.0 -0.06
C 1.4421 -2.1394 0.9254 0.0 0.1 0.0 0.17
C 2.1482 -2.0115 2.1116 0.0 0.0 0.0 -0.20
C 3.5385 -2.0802 2.1058 0.0 0.0 0.0 -0.67
C 4.2107 -2.2859 0.9104 0.0 0.0 0.0 -0.57
C 3.5001 -2.4102 -0.2803 0.0 -0.1 0.0 -0.47
H -1.6341 -2.8517 -1.0333 0.0 0.0 0.0 -0.56
H -2.9483 -4.9149 -0.5803 0.0 0.0 0.0 0.43
H -1.8756 -7.1310 -0.8255 0.0 0.0 0.0 0.37
H 0.4940 -7.2785 -1.5217 0.0 0.0 0.0 0.38
H 1.7750 -5.2158 -1.9958 0.0 0.0 0.0 0.34
H 0.3589 -2.0638 0.9231 0.0 0.0 0.0 -0.20
H 1.6160 -1.8582 3.0435 0.0 0.0 0.0 0.44
H 4.0917 -1.9815 3.0316 0.0 0.0 0.0 0.41
H 5.2921 -2.3491 0.9008 0.0 0.0 0.0 0.38
H 4.0078 -2.5720 -1.2241 0.0 0.0 0.0 0.37
```
Positions in Å, forces in eV/Å.


(4)
C16H27F4LiN4 | ωB97M-V with the def2-TZVPD basis set

Properties
**Kohn-Sham gap**: 0.2598 hartree
**Highest occupied orbital energy**: -6.731 eV
**LUMO level**: 0.337 eV

```
52
Properties=species:S:1:pos:R:3:forces:R:3:mulliken_charge:R:1
Li -1.1995 -0.4183 -1.4842 -0.2 0.1 0.0 0.64
C -3.1606 1.3466 -3.1055 0.1 0.2 0.0 -1.17
C -2.1647 2.3478 -2.5271 -0.4 0.0 -0.3 -0.72
N -1.1439 1.6881 -1.7189 -0.1 0.0 0.1 0.52
C -1.2877 1.9437 -0.2942 -0.1 0.1 0.2 -0.35
C -2.5804 1.3574 0.2477 0.2 0.2 0.0 -1.14
C 0.2073 1.9890 -2.1833 0.5 -0.1 -0.1 -1.29
C 1.2358 0.9308 -1.7590 0.1 0.0 0.0 -0.58
N 0.5877 -0.3415 -1.8121 -0.4 0.5 -0.2 -0.68
C 1.1729 -1.4831 -1.5547 0.8 -0.7 0.0 0.23
C 0.3266 -2.6253 -1.4939 -0.1 0.0 0.1 0.28
F -1.0313 -2.3567 -1.6329 0.5 -0.4 0.0 -0.47
C 0.7736 -3.8973 -1.2540 -0.1 0.0 0.0 0.16
F -0.1006 -4.9255 -1.1813 0.1 0.3 -0.1 -0.33
C 2.1262 -4.1506 -1.0682 0.1 0.2 0.0 -0.60
C 2.9888 -3.0615 -1.1060 -0.1 -0.4 0.1 0.30
F 4.3079 -3.2807 -0.9161 -0.2 0.1 0.0 -0.33
C 2.5500 -1.7763 -1.3219 -0.2 0.2 0.1 0.64
F 3.4563 -0.7569 -1.2901 -0.2 -0.2 -0.1 -0.40
H -3.8150 1.8449 -3.8188 -0.1 -0.1 -0.1 0.43
H -3.7833 0.9009 -2.3315 0.0 -0.1 0.1 0.24
H -2.6188 0.5506 -3.6167 0.0 0.0 -0.1 0.27
H -2.6989 3.1025 -1.9395 0.1 0.1 0.0 0.35
H -1.6890 2.8714 -3.3600 0.0 0.0 0.1 0.53
H -1.2543 3.0243 -0.0675 0.1 -0.1 -0.1 0.28
H -0.4625 1.4420 0.2107 0.1 0.2 0.1 0.16
H -3.4516 1.8087 -0.2188 -0.2 0.0 0.0 0.34
H -2.6489 1.5346 1.3182 0.0 -0.1 0.1 0.36
H -2.5990 0.2803 0.0749 -0.2 -0.1 0.1 0.20
H 0.5344 2.9861 -1.8471 -0.1 0.0 -0.1 0.27
H 0.1784 1.9881 -3.2724 0.0 0.0 0.0 0.60
H 1.6073 1.1351 -0.7472 0.1 0.2 0.0 0.19
H 2.0923 1.0064 -2.4408 0.0 0.1 0.1 0.57
H 2.4919 -5.1476 -0.9055 0.1 -0.1 0.0 0.49
C 1.7360 1.2620 2.7130 -0.2 -0.3 0.0 -1.69
C 0.7468 0.1000 2.8302 0.0 -0.1 0.3 1.52
C -0.5022 0.5837 3.5740 0.2 -0.1 -0.2 -1.76
C 1.3838 -1.0689 3.5932 -0.2 0.2 -0.2 -1.86
N 0.3704 -0.2505 1.4501 0.2 0.1 0.0 0.42
N -0.5118 -1.3491 1.2589 -0.2 -0.1 0.1 -0.65
H 1.9361 1.6850 3.6934 0.1 0.1 0.1 0.47
H 1.3166 2.0307 2.0692 0.0 0.2 0.0 0.31
H 2.6806 0.9373 2.2841 0.1 -0.1 -0.1 0.38
H -0.2306 0.9394 4.5635 0.0 0.0 0.1 0.50
H -1.2295 -0.2142 3.6969 -0.1 -0.1 0.1 0.42
H -0.9714 1.3943 3.0234 -0.1 0.2 0.0 0.26
H 1.6860 -0.7410 4.5852 0.0 -0.1 0.1 0.46
H 2.2606 -1.4414 3.0648 0.1 0.0 0.0 0.37
H 0.6731 -1.8885 3.7029 0.0 -0.1 0.1 0.40
H 1.2107 -0.4601 0.9209 -0.1 0.0 -0.1 0.01
H -1.3673 -1.1474 1.7667 0.1 0.0 -0.1 0.22
H -0.1373 -2.2277 1.6297 -0.1 0.2 0.0 0.23
```
Positions in Å, forces in eV/Å.


(5)
BrClFHN3O | ωB97M-V with the def2-TZVPD basis set

Properties
**Kohn-Sham gap (alpha / beta)**: 0.2624 / 0.2593 hartree
**Highest occupied orbital energy (alpha / beta)**: -4.536 / -4.463 eV
**Energy relative to the best compared isomer or geometry (same formula, charge and spin)**: 404.0 kJ/mol
**LUMO level (alpha / beta)**: 2.604 / 2.592 eV
**Total charge**: -1

```
8
Properties=species:S:1:pos:R:3:forces:R:3:mulliken_charge:R:1
N -0.3196 0.5496 0.9756 -1.6 -2.1 2.2 0.67
N -0.2767 1.4538 0.1899 1.0 1.2 -1.2 0.07
N 0.0960 1.7165 -0.9652 -1.7 1.0 -0.7 -0.46
O -0.7310 0.4479 2.1216 0.7 0.6 -0.4 -0.53
F -1.0029 -2.2372 -1.1293 0.4 0.3 2.9 -0.47
Cl 1.0535 -1.3338 0.6149 0.3 -0.2 0.1 -0.59
Br 1.8056 1.4410 -1.6383 1.2 -0.4 0.3 -0.07
H -0.6249 -2.0380 -0.1692 -0.3 -0.3 -3.2 0.38
```
Positions in Å, forces in eV/Å.


(6)
C5H10N2O | ωB97M-V with the def2-TZVPD basis set

Properties
**Kohn-Sham gap (alpha / beta)**: 0.2874 / 0.2875 hartree
**SMILES**: C/N=C/O.C=C=NC
**Highest occupied orbital energy (alpha / beta)**: -8.338 / -8.340 eV
**Energy relative to the best compared isomer or geometry (same formula, charge and spin)**: 515.1 kJ/mol
**LUMO level (alpha / beta)**: -0.517 / -0.518 eV

```
18
Properties=species:S:1:pos:R:3:forces:R:3:mulliken_charge:R:1
C 1.8342 1.2336 0.5971 -0.4 1.1 0.3 -0.71
C 0.7345 0.4080 -1.3136 6.5 0.3 0.2 -0.15
O 0.7058 -0.4942 -2.3323 -1.3 -0.3 0.4 -0.48
N 1.6972 0.2375 -0.4045 -2.8 0.0 -2.6 -0.39
H 0.8562 -1.3670 -1.9393 0.3 0.1 -0.2 0.37
H 0.5376 1.4098 -1.7116 -1.1 0.0 0.6 0.43
H 1.0036 1.9753 0.5942 0.5 -0.2 0.0 0.25
H 2.7718 1.7775 0.4412 0.0 -0.1 0.1 0.31
H 1.8576 0.7754 1.5858 0.1 0.0 0.0 0.27
C -1.0133 -2.1528 0.7869 0.9 -0.4 -0.7 -0.85
C -1.8208 1.1629 0.1173 0.9 1.1 -1.6 -0.86
N -0.5466 -0.8010 0.7332 -2.0 1.5 -1.0 -0.16
C -0.9796 0.1399 0.0129 -1.2 -2.3 4.7 0.50
H -0.1065 -2.7624 0.7938 -0.3 -0.5 -0.1 0.31
H -1.4927 -2.3087 1.7587 -0.1 0.1 -0.2 0.32
H -1.6820 -2.4241 -0.0370 0.0 -0.1 0.2 0.32
H -2.7579 1.0700 0.6413 0.3 -0.2 0.6 0.29
H -1.5992 2.1203 -0.3238 -0.3 0.0 -0.7 0.23
```
Positions in Å, forces in eV/Å.


Number 1: F_max 2.38 eV/A, electronic energy -1412.2521 Eh. Number 2: F_max 1.79 eV/A, electronic energy -3205.0762 Eh. Number 3: F_max 0.62 eV/A, electronic energy -8341.1195 Eh. Number 4: F_max 1.05 eV/A, electronic energy -1251.8696 Eh. Number 5: F_max 3.45 eV/A, electronic energy -3374.0659 Eh. Number 6: F_max 6.49 eV/A, electronic energy -381.0893 Eh.